12
Properties=species:S:1:pos:R:3 method="wB97M-V/def2-TZVPD" de_lowest_kcal_mol=77.0 energy_ha=-360.5466 multiplicity=1 homo_energy_ev=-9.88 largest_force_ha_per_bohr=0.02812
O 0.07151 0.59571 2.39182
C -0.46917 1.28322 1.56247
C -0.23024 1.12867 0.06531
O -0.36574 2.06516 -0.69458
N 0.26242 -0.06801 -0.28786
C 0.51752 -0.69357 -1.49257
C 0.08585 -1.41468 0.01253
H -1.12179 2.13861 1.80339
H 1.50479 -1.01212 -1.78570
H -0.09385 -0.30909 -2.34269
H -0.81547 -1.98798 -0.14580
H 0.65418 -1.72592 0.91369



11
Properties=species:S:1:pos:R:3 method="wB97M-V/def2-TZVPD" de_lowest_kcal_mol=101.1 energy_ha=-343.2312 multiplicity=1 homo_energy_ev=-8.47 largest_force_ha_per_bohr=0.02419
O -1.08198 1.73218 1.60283
C -0.63853 0.98936 0.79298
O -0.32165 -0.46470 1.18418
C 1.24518 -1.10610 0.95622
C 0.09623 -1.18203 -0.01625
C -0.06826 -0.18321 -1.08767
C -0.35179 1.04803 -0.63386
H 1.79896 -0.17595 0.72566
H -0.33629 -2.17942 -0.18456
H 0.02697 -0.44252 -2.13071
H -0.36883 1.96435 -1.20881



71
Properties=species:S:1:pos:R:3 method="wB97M-V/def2-TZVPD" de_lowest_kcal_mol=9.9 charge=+1 energy_ha=-9248.1892 multiplicity=5 homo_energy_ev="-10.44 / -11.29" s_squared=6.014 largest_force_ha_per_bohr=0.01111
Rh -0.52761 -1.71039 -1.43874
Br -2.15736 -6.70678 1.72376
C -0.70000 -5.61854 2.20489
C 0.05037 -5.97235 3.32086
C 1.12610 -5.19534 3.70922
C 1.46324 -4.05654 2.99010
C 0.72074 -3.69628 1.87841
C -0.35704 -4.48094 1.49076
I -1.45839 -3.91572 -0.18392
H -0.21828 -6.85965 3.87627
H 1.70482 -5.48501 4.57526
H 2.30739 -3.45097 3.28567
H 0.98426 -2.81730 1.30570
O -1.42161 -0.12609 -0.43192
As -1.16282 1.48937 -0.05704
C -2.79486 2.40073 -0.39133
C -2.85174 3.52220 -1.20966
C -4.08116 4.11112 -1.47198
C -5.23544 3.57997 -0.91790
C -5.17269 2.46204 -0.09491
C -3.95225 1.86657 0.17112
C 0.21760 2.20393 -1.15808
C 0.03637 2.14049 -2.53978
C 1.06912 2.51308 -3.38432
C 2.27584 2.95211 -2.85103
C 2.45525 3.01588 -1.47761
C 1.42918 2.63271 -0.62387
C -0.66697 1.58026 1.77893
C -0.53779 0.38538 2.47824
C -0.16454 0.41694 3.81473
C 0.07758 1.63217 4.43788
C -0.05902 2.82435 3.73610
C -0.43563 2.80286 2.40274
H -1.95101 3.94085 -1.64166
H -4.13478 4.98314 -2.10906
H -6.19226 4.03832 -1.12887
H -6.07675 2.05508 0.33678
H -3.90371 0.98336 0.79792
H -0.90149 1.78760 -2.95745
H 0.93327 2.46432 -4.45693
H 3.08049 3.24085 -3.51326
H 3.39751 3.35306 -1.06796
H 1.57472 2.67266 0.44938
H -0.74035 -0.55494 1.97797
H -0.06914 -0.50774 4.36905
H 0.36577 1.65453 5.48018
H 0.12325 3.76899 4.22960
H -0.55439 3.73439 1.86016
Te 2.03486 -0.82526 -1.29064
C 3.04195 -1.36906 0.46921
C 4.01570 -2.36155 0.42974
C 4.75594 -2.63959 1.57092
C 4.55033 -1.91197 2.73382
C 3.58756 -0.91265 2.76502
C 2.82259 -0.64573 1.63859
H 4.20233 -2.91979 -0.47889
H 5.50785 -3.41676 1.54233
H 5.14551 -2.11932 3.61262
H 3.43081 -0.33498 3.66728
H 2.07104 0.13458 1.67586
Cl 1.69889 -1.89555 -4.43509
C 0.18087 -1.04921 -4.45222
C -0.77333 -1.38672 -3.50357
C -2.02797 -0.80335 -3.65095
Cl -3.28306 -1.35055 -2.56884
C -2.30794 0.17875 -4.59262
Cl -3.84578 0.93999 -4.65165
C -1.28896 0.55794 -5.47198
Cl -1.56961 1.80696 -6.61364
C -0.04655 -0.08137 -5.42555
Cl 1.18318 0.35048 -6.54418



102
Properties=species:S:1:pos:R:3 method="wB97M-V/def2-TZVPD" charge=+1 energy_ha=-4201.3333 multiplicity=1 homo_energy_ev=-11.44 largest_force_ha_per_bohr=0.14928
C -2.94746 2.97774 -2.37902
C -3.47866 1.47149 -2.63280
O -3.65110 0.72995 -1.39245
C -4.84640 -0.10138 -1.46380
C -4.88009 -1.20838 -0.28640
O -3.75546 -2.15010 -0.38238
C -3.30914 -2.50106 0.95139
C -2.01356 -1.59239 1.27249
N -1.98075 -0.70169 2.42525
C -0.62521 -0.13135 2.33976
C -0.14216 0.89377 3.46531
C 1.36902 0.69602 3.95079
C 2.34299 1.91529 3.71573
C 3.83795 1.78194 4.11955
C 4.29338 0.41556 4.73794
C 3.32061 -0.78849 4.98278
C 1.79657 -0.66416 4.57513
C 0.74749 -1.88478 4.76133
N 0.09624 -0.63268 1.19413
I 1.99824 -0.16209 0.57376
C -0.72160 -1.59711 0.42962
C -0.30147 -2.40967 -0.87009
F 0.94759 -3.11094 -0.66791
F -1.27251 -3.45542 -1.07848
C -0.30622 -1.52524 -2.22535
F -0.17951 -0.12714 -2.00668
F -1.60484 -1.71590 -2.81599
C 0.77000 -1.99690 -3.32391
F 0.76443 -3.39434 -3.52241
F 0.43966 -1.37701 -4.57809
F 2.10486 -1.57786 -3.02495
H -2.30004 3.01808 -1.41795
H -2.25419 3.35893 -3.23256
H -3.80194 3.75600 -2.30577
H -2.68320 0.94654 -3.28070
H -4.48313 1.57496 -3.19854
H -4.93294 -0.58960 -2.50127
H -5.75102 0.58791 -1.30621
H -4.87000 -0.63636 0.70531
H -5.83867 -1.82003 -0.46302
H -2.93997 -3.59840 1.01231
H -4.13778 -2.41223 1.74388
H -2.71329 -0.52109 3.12520
H -0.34350 1.95939 3.10509
H -0.81352 0.71213 4.39387
H 1.90450 2.86773 3.24922
H 4.52227 2.66844 3.90691
H 5.40780 0.32750 5.00288
H 3.73511 -1.76276 5.41831
H -0.34477 -1.55362 4.59634
H 0.96088 -2.74038 4.01237
H 0.82516 -2.22324 5.85462
C -0.74217 2.28574 -7.04336
C -2.07253 2.15156 -6.37875
O -2.19220 3.34683 -5.63891
C -1.46986 4.27333 -6.33480
O -1.55469 5.45515 -6.16673
O -0.64618 3.68719 -7.25053
F -2.07699 1.11417 -5.51251
H 0.08378 1.95592 -6.40531
H -0.69287 1.74507 -7.98739
H -2.91401 2.06328 -7.07191
C 6.90238 2.30504 8.74490
C 5.85678 2.64013 7.73054
O 6.45094 2.24429 6.50980
C 7.29124 1.22142 6.83329
O 7.76304 0.46029 6.03372
O 7.52521 1.16325 8.17352
F 5.63227 3.97360 7.68750
H 7.64345 3.10021 8.86546
H 6.47574 2.07243 9.72173
H 4.90993 2.10898 7.86710
C -8.95912 1.41990 -3.71526
C -10.22106 0.88381 -3.11965
O -9.78053 -0.24489 -2.39144
C -8.50225 0.03935 -2.02102
O -7.89931 -0.55502 -1.17174
O -7.99271 1.08760 -2.72809
F -11.07455 0.46816 -4.08331
H -8.69728 0.93216 -4.65849
H -9.00017 2.49804 -3.87766
H -10.73190 1.57883 -2.44680
C 2.11931 -1.36238 -9.28811
C 2.22727 0.12731 -9.22697
O 0.89929 0.55661 -9.45165
C 0.10921 -0.44454 -8.97252
O -1.06232 -0.32681 -8.74435
O 0.81399 -1.59368 -8.77704
F 3.00716 0.59955 -10.22609
H 2.18309 -1.74847 -10.30935
H 2.87409 -1.86008 -8.67735
H 2.58114 0.51387 -8.26651
C 7.63250 -3.02832 6.81475
C 6.24513 -2.55083 6.52995
O 5.43488 -3.59637 7.02482
C 6.14836 -4.15666 8.04389
O 5.68136 -4.88579 8.86905
O 7.45691 -3.77703 8.00956
F 6.03671 -2.43711 5.19565
H 8.02298 -3.68231 6.02974
H 8.33291 -2.20549 6.96621
H 5.98102 -1.61284 7.02788